No. 1
DFT (ωB97M-V/def2-TZVPD) results for a structure of composition C18H37ClN5O6PV.

Geometry as ORCA input:
```
! wB97M-V def2-TZVPD RIJCOSX def2/J DEFGRID3
* xyz 2 4
H -2.839 1.799 3.067
H -2.150 -4.464 1.262
H -3.433 1.369 -2.298
H 2.820 -1.167 0.150
C 2.337 -2.112 0.393
H 0.541 2.427 -1.597
C -0.011 -0.824 3.124
C -2.188 -3.710 2.042
O 1.546 3.617 0.128
N -4.170 1.621 -0.350
Cl 1.841 2.568 1.041
N -2.378 3.056 1.389
O 2.816 2.910 1.983
C -1.078 -2.689 1.984
H 0.462 1.116 3.947
N -1.182 4.524 2.422
H 3.172 -0.322 1.952
H -0.835 -4.446 -0.037
O 0.562 2.156 1.707
H -4.392 -2.128 -1.137
C -1.592 3.606 3.359
C -3.835 0.756 -1.488
H -0.714 6.290 3.442
H -0.701 1.519 -2.197
N -2.674 -3.011 -2.017
H -3.179 -3.252 2.024
H 2.327 0.595 3.186
C 0.091 0.146 4.274
H -2.056 -3.707 -1.599
O -1.674 -0.658 -2.373
V 0.104 0.556 0.384
N 0.141 1.491 -1.632
C -2.344 2.684 2.709
H 0.212 -3.370 -0.982
H -4.613 1.078 0.386
P -2.521 -0.470 -1.149
C -1.119 -1.659 2.944
H -2.931 2.565 0.662
H 0.799 -0.230 5.017
H -0.849 0.304 4.791
H -2.473 -2.429 4.444
C 2.443 -0.392 2.750
H 0.686 5.283 2.976
C 1.134 -1.003 2.313
H -4.869 2.295 -0.648
H -2.353 -0.686 4.452
C -0.287 5.657 2.669
C 1.104 -1.921 1.246
H 2.872 -1.033 3.527
H -1.507 4.704 0.320
H 0.791 0.942 -2.193
H -3.349 -3.494 -2.607
H -3.250 -1.497 3.184
C 0.055 -3.822 0.002
O 2.178 1.333 0.297
H -2.139 -4.254 2.988
H -3.117 -2.567 0.010
H 2.126 -2.621 -0.543
H 0.888 -4.511 0.150
H -1.306 3.685 4.393
O -1.858 -0.113 0.168
C -1.671 4.171 1.240
C -2.351 -1.553 3.803
H 3.080 -2.712 0.925
H -2.088 -2.345 -2.587
H -4.700 0.235 -1.915
C -3.318 -2.144 -0.968
C -0.007 -2.776 1.090
H -0.184 6.223 1.747
*
```

Properties
Strongest force on any atom ... 0.71 eV Å⁻¹
E_HOMO (spin up / spin down) ... -13.417 / -13.913 eV
E_tot ... -3178.2627 a.u.
Energy relative to the best compared isomer or geometry (same formula, charge and spin) ... 3.4 kcal/mol
Kohn-Sham gap (spin up / spin down) ... 0.315 / 0.333 Ha

No. 2
DFT (ωB97M-V/def2-TZVPD) results for the molecule C4H4O2.

Geometry as ORCA input:
```
! wB97M-V def2-TZVPD RIJCOSX def2/J DEFGRID3
* xyz 0 1
C -1.842 0.090 -0.139
O 0.145 0.035 1.553
C 2.815 -0.310 -0.380
O -0.554 0.605 -0.509
C 1.720 0.127 -0.136
H -1.777 -1.000 -0.186
C 0.381 0.298 0.400
H -2.116 0.385 0.874
H 3.788 -0.686 -0.605
H -2.560 0.457 -0.871
*
```

Properties
Strongest force on any atom ... 0.67 eV Å⁻¹
E_HOMO ... -10.616 eV
E_tot ... -305.2179 a.u.
Energy relative to the best compared isomer or geometry (same formula, charge and spin) ... 38.6 kcal/mol
Kohn-Sham gap ... 0.414 Ha

No. 3
DFT (ωB97M-V/def2-TZVPD) results for a cluster of 6 separate species, C20H54N2O12 in total.

Geometry as ORCA input:
```
! wB97M-V def2-TZVPD RIJCOSX def2/J DEFGRID3
* xyz 0 1
H -3.453 -2.650 0.004
H 0.408 1.959 2.283
H 2.270 -5.602 3.050
H 3.930 -8.175 1.829
H -2.687 6.494 1.342
H -6.054 -0.765 1.865
C -2.356 -2.384 -1.679
H 0.303 0.148 3.657
H -1.723 3.100 0.564
O -1.776 3.332 -2.792
H 3.701 -2.285 -2.089
H 1.464 0.630 1.591
C 3.064 -4.680 -3.326
O -0.153 -1.407 2.332
H 0.462 5.370 2.842
H -3.040 -1.669 -2.111
C -5.537 0.175 2.111
O 3.688 -4.338 -2.117
H -3.044 -0.667 0.303
C -3.856 1.556 1.251
C -0.237 -0.008 2.713
H 3.949 -5.868 2.614
H -0.739 1.600 -4.608
H -6.279 0.892 2.417
O -2.214 -1.168 0.423
C 2.847 -7.971 1.607
C -3.205 4.542 0.621
H -2.535 0.798 -3.393
H -1.752 -3.053 0.253
O -4.931 0.687 0.911
H -0.805 -1.515 1.638
H 4.729 2.036 -1.537
C -0.618 1.385 -3.555
H 3.861 -2.117 0.451
C -2.201 5.619 0.845
H -2.936 1.506 -0.705
H 1.031 3.806 0.019
H -1.087 -1.326 -2.603
H 0.380 6.293 1.223
C -0.172 5.889 2.118
H -3.954 4.901 -0.140
O -0.277 1.219 0.610
O -1.255 5.050 1.713
N -2.586 3.332 0.099
H 2.624 -8.534 0.681
H -4.207 2.220 1.989
H 4.067 -4.912 0.089
O -1.650 0.420 -3.182
H -0.480 2.121 -1.611
C 2.438 4.318 -1.179
H 1.919 -3.946 1.187
O 2.685 -6.642 1.247
H -0.532 6.702 2.731
C -2.445 -2.412 -0.195
H -4.799 0.039 2.824
H 0.366 0.860 -3.425
N 4.066 -4.080 0.666
O 1.418 4.660 -0.310
H -4.365 2.572 -0.551
C 0.428 0.992 1.779
H 2.175 -3.061 -1.557
C -0.605 2.513 -2.621
O -1.068 -2.199 -2.144
H 3.873 3.381 0.346
H -0.621 0.376 0.261
H -3.786 4.459 1.546
C 3.343 3.191 -0.610
O 4.333 2.928 -1.615
H 2.643 2.387 -0.616
H -1.211 0.271 2.850
C 4.080 -2.935 -0.215
H -1.713 5.991 -0.110
H 5.070 -2.836 -0.580
H 2.217 -5.342 -3.104
C 2.938 -4.237 1.579
C 3.000 -5.632 2.208
H 2.962 -3.490 2.436
H -2.743 -3.355 -2.012
C 3.262 -3.090 -1.496
H 2.217 -8.264 2.475
H 3.756 -5.290 -3.994
H 0.335 3.056 -2.778
H -1.975 3.718 -1.912
H 2.091 3.891 -2.164
H 2.690 -3.809 -3.827
H -3.052 0.950 1.672
H 3.073 5.173 -1.360
C -3.440 2.207 -0.044
*
```

Properties
Strongest force on any atom ... 3.10 eV Å⁻¹
E_HOMO ... -8.364 eV
E_tot ... -1806.6046 a.u.
Energy relative to the best compared isomer or geometry (same formula, charge and spin) ... 0.0 kcal/mol
Kohn-Sham gap ... 0.325 Ha

No. 4
DFT (ωB97M-V/def2-TZVPD) results for a structure of composition C3H4OS.

Geometry as ORCA input:
```
! wB97M-V def2-TZVPD RIJCOSX def2/J DEFGRID3
* xyz 0 1
H -0.827 -1.756 -0.749
C -0.969 -0.968 0.042
S 1.773 0.008 -0.035
H -0.965 1.548 0.969
H -0.784 1.834 -0.713
O -1.862 0.045 -0.160
H -1.229 -1.460 1.008
C -0.894 0.991 0.061
C 0.251 -0.131 0.120
*
```

Properties
Strongest force on any atom ... 5.18 eV Å⁻¹
E_HOMO ... -8.728 eV
E_tot ... -590.0398 a.u.
Energy relative to the best compared isomer or geometry (same formula, charge and spin) ... 53.3 kcal/mol
Kohn-Sham gap ... 0.314 Ha